{
  "formula": "C4H4MgNaO5",
  "method": "wB97M-V/def2-TZVPD",
  "multiplicity": 2,
  "lumo_energy_ev": [-0.720, -1.671],
  "total_charge": 0,
  "homo_lumo_gap_ev": [6.6, 6.2],
  "homo_energy_ev": [-7.338, -7.856],
  "species": ["O", "C", "C", "O", "O", "C", "H", "H", "H", "H", "O", "C", "O", "Na", "Mg"],
  "positions_angstrom": [[0.00102, 0.75874, 1.56851], [0.58695, -0.32841, 1.95088], [-1.04700, 0.18749, -0.06232], [1.73027, -0.38648, 2.38409], [0.09671, -1.40911, 1.30332], [-1.15633, -1.16694, 0.65313], [-1.71560, 0.09378, -0.93016], [-1.47264, 1.16850, 0.16759], [-1.29949, -1.99357, -0.04941], [-1.96038, -1.13394, 1.39861], [0.52041, -0.43085, -2.37359], [0.57816, 0.33530, -1.36610], [1.27533, 1.42176, -1.50823], [2.08882, 1.96883, 0.49062], [1.77379, 0.91488, -3.62693]],
  "forces_ev_per_a": [[1.341, 0.260, 2.943], [1.420, 2.718, -3.219], [-1.036, -0.228, -4.770], [0.384, -0.559, 1.171], [-1.176, -1.732, 0.724], [1.381, 1.227, 0.323], [0.350, -0.952, -1.107], [0.880, -0.204, 1.194], [0.056, 0.294, 0.146], [-0.036, 0.045, -0.195], [0.414, 0.408, 0.940], [-2.784, 0.223, -0.764], [0.259, -0.388, 0.661], [-0.715, -0.636, 0.694], [-0.736, -0.477, 1.260]]
}